7 unconnected molecules or ions with the total composition C54H120F2N7O4S2, computed with ωB97M-V/def2-TZVPD.

```
189
Properties=species:S:1:pos:R:3:forces:R:3
N 18.67575 33.54530 8.37818 1.02 -4.58 3.34
S 17.69575 34.64652 8.57035 -5.12 9.83 -2.83
O 17.85959 35.64688 9.63266 -0.26 -2.50 -0.40
O 16.29718 34.52380 8.08742 2.73 -0.72 0.82
F 18.39433 35.53801 7.39504 -0.32 -0.02 -0.85
S 18.31390 32.87968 9.89717 2.73 -4.92 2.63
O 17.01186 32.31844 10.09806 -0.37 1.68 -0.56
O 19.05933 33.40430 11.01377 -0.83 0.53 -1.39
F 19.07803 31.44513 9.76034 0.51 0.67 -1.07
C 13.60919 42.80816 1.07800 -0.97 -1.03 1.09
C 12.85465 41.54388 1.60609 -0.71 1.09 0.62
C 13.63339 40.88594 2.73761 0.29 -1.77 -0.63
N 12.96221 39.65370 3.42141 0.45 0.33 1.43
C 11.72635 40.18476 4.24884 1.14 -0.99 -0.19
C 10.98675 39.03887 4.86876 -1.82 -0.74 -0.95
C 10.51713 38.06085 3.77061 0.95 -0.88 -0.49
C 11.71396 37.43247 3.00096 -0.11 0.47 0.29
C 12.54525 38.60768 2.42778 -0.36 -0.32 -0.06
C 13.97110 39.04327 4.43370 -0.73 0.89 -0.75
H 14.56809 42.42376 0.73036 0.09 0.64 -0.24
H 13.69695 43.51782 1.90066 0.39 0.11 -0.17
H 12.99746 43.27015 0.30310 0.39 -0.09 -0.13
H 12.65237 40.95451 0.71176 0.30 -0.64 0.39
H 11.88203 41.77423 2.04089 -0.19 0.58 -0.43
H 13.91225 41.47620 3.61049 -0.14 0.58 -0.44
H 14.52822 40.50726 2.24367 0.37 -0.25 0.50
H 11.07866 40.71369 3.54967 0.19 0.02 0.11
H 12.07895 40.82010 5.06131 0.35 0.35 -0.50
H 10.04153 39.47083 5.19750 0.10 0.17 0.57
H 11.43218 38.52385 5.71990 0.32 0.24 -0.13
H 9.96552 38.60687 3.00531 -0.23 0.21 0.10
H 9.83365 37.29529 4.13785 0.14 0.05 0.21
H 11.41491 36.73487 2.21863 -0.50 0.76 -0.70
H 12.29622 36.67729 3.52893 0.40 0.60 0.95
H 11.93366 39.19214 1.74043 0.04 -0.47 -0.35
H 13.45455 38.24234 1.95048 -0.01 0.24 -0.18
H 13.59803 38.07065 4.75455 0.01 0.36 0.18
H 14.05059 39.78850 5.22517 -0.03 -0.41 0.24
H 14.96237 38.92594 3.99584 -0.25 0.02 -0.38
C 23.64188 36.05075 10.41911 0.27 1.00 -0.37
C 23.79044 35.25657 9.13073 0.39 -1.80 -0.53
C 25.22275 34.79997 8.77434 0.74 0.70 -0.90
N 25.34188 33.66436 7.72294 -2.44 -0.39 -1.34
C 26.75789 33.43610 7.16478 -0.18 0.02 0.68
C 26.85754 32.15094 6.30377 0.09 0.83 0.27
C 26.35547 30.93023 7.02656 0.38 -0.10 -0.36
C 24.89469 31.17436 7.38492 0.64 -0.85 0.91
C 24.71562 32.39123 8.30525 0.64 0.18 -0.48
C 24.41135 34.00313 6.50026 0.87 0.19 1.27
H 22.65894 36.52165 10.40620 0.02 -0.04 0.13
H 24.37982 36.85274 10.40092 -0.04 0.27 0.05
H 23.76938 35.58756 11.39752 0.00 -0.68 -0.40
H 23.37232 35.76423 8.26150 -0.04 0.38 0.29
H 23.24775 34.31253 9.17959 -0.53 0.17 0.33
H 25.78407 34.57267 9.68063 0.05 -0.64 -0.16
H 25.79239 35.58353 8.27473 -0.06 0.37 0.19
H 27.40691 33.43586 8.04049 0.06 -0.49 0.09
H 27.04749 34.35229 6.65014 -0.29 -0.07 -0.32
H 27.88638 31.98946 5.98203 0.03 0.38 0.02
H 26.23915 32.25806 5.41258 0.27 0.20 -0.22
H 27.02382 30.67159 7.84784 -0.35 0.29 0.57
H 26.52664 30.08423 6.36092 -0.59 -0.11 -0.14
H 24.51687 30.28086 7.88194 -0.19 0.16 0.36
H 24.28128 31.23019 6.48564 0.05 0.33 -0.04
H 25.21000 32.37969 9.27662 -0.18 -0.94 0.08
H 23.64553 32.56595 8.41688 0.22 0.17 0.24
H 24.48173 33.20692 5.75919 0.25 0.41 0.13
H 24.75650 34.97594 6.15005 -0.21 -0.17 -0.31
H 23.38377 34.03581 6.86236 0.19 0.18 -0.03
C 11.90660 33.45073 10.74382 0.28 0.13 -0.46
C 10.81764 32.47913 10.23996 -0.15 0.09 -0.80
C 10.54488 32.37219 8.69847 0.14 -0.76 0.89
N 9.45285 31.27134 8.36859 0.23 1.54 -2.37
C 8.09044 31.88869 8.81934 0.69 -1.57 0.21
C 6.93379 31.04892 8.34212 -0.49 -1.16 -1.15
C 6.95154 30.74434 6.79398 -1.13 0.24 1.63
C 8.27481 30.28099 6.29201 1.40 0.37 -0.77
C 9.47101 31.10214 6.80739 -1.13 0.77 0.44
C 9.67616 29.90741 8.95887 -0.49 1.52 1.36
H 11.48222 34.43109 10.96036 -0.07 -0.12 0.20
H 12.74195 33.66626 10.07762 -0.05 -0.38 -0.36
H 12.36831 33.03503 11.63944 -0.22 0.17 0.08
H 9.90956 32.85247 10.71335 -0.20 -0.41 -0.01
H 11.02195 31.47379 10.60830 0.03 0.10 0.06
H 11.42187 32.14034 8.09414 0.20 -0.51 0.36
H 10.22653 33.32494 8.27536 -0.62 -0.15 0.12
H 8.00824 32.93364 8.52029 0.40 -0.14 -0.14
H 8.16431 31.78422 9.90181 -0.22 0.52 0.02
H 6.01020 31.50905 8.69338 -0.03 0.17 -0.31
H 6.92708 30.07695 8.83542 0.17 0.01 0.27
H 6.55202 31.60311 6.25454 0.42 0.23 -0.10
H 6.30198 29.92662 6.48172 -0.58 0.12 0.68
H 8.13267 30.45106 5.22479 0.88 -0.01 -0.29
H 8.47682 29.21142 6.34979 -0.27 -0.04 0.49
H 9.34122 32.11292 6.42065 0.14 0.17 0.08
H 10.45139 30.75421 6.48196 -0.07 -0.24 0.36
H 10.69991 29.58138 8.77518 -0.29 -0.12 -0.13
H 8.86848 29.22948 8.68290 0.50 0.04 -0.46
H 9.50799 30.12387 10.01385 0.42 -0.67 0.24
C 24.66032 26.65859 17.60545 0.43 0.69 -0.08
C 24.70646 28.22015 17.50329 -0.69 -0.46 -0.86
C 24.11726 28.66588 16.11745 -0.06 -0.02 0.73
N 23.60021 30.08985 15.95685 -0.78 0.51 -0.38
C 22.29498 30.30632 16.80874 0.87 0.07 0.87
C 22.04230 31.73835 17.15746 -0.18 1.69 -1.29
C 23.25026 32.64451 17.53741 -1.19 -0.61 -1.13
C 24.31064 32.61271 16.39943 -0.39 -1.91 1.27
C 24.76611 31.06947 16.26920 -0.77 2.41 -0.99
C 23.10954 30.23749 14.41883 1.70 -0.59 1.48
H 23.64065 26.28339 17.69260 -0.01 0.18 0.20
H 25.24662 26.38009 18.48113 -0.24 -0.15 0.03
H 25.10169 26.13005 16.76051 0.14 0.27 -0.16
H 25.72172 28.60909 17.58112 0.04 -0.23 0.03
H 24.15904 28.58742 18.37136 -0.18 0.28 -0.19
H 23.25432 28.06594 15.82851 0.16 -0.31 0.07
H 24.91700 28.55729 15.38482 -0.16 -0.07 -0.14
H 22.32812 29.88624 17.81399 0.89 -1.05 -0.39
H 21.45337 29.85086 16.28686 0.31 -0.02 -0.14
H 21.23403 31.81699 17.88453 0.23 -0.33 0.32
H 21.60036 32.24343 16.29858 -0.06 0.08 -0.34
H 23.66187 32.33883 18.49931 0.27 0.19 -0.06
H 22.73597 33.60179 17.62224 0.68 0.30 0.27
H 25.13813 33.25008 16.71105 0.36 -0.42 -0.14
H 24.00538 32.97244 15.41684 -0.51 0.08 0.19
H 25.35215 30.83615 17.15815 -0.50 -0.65 -0.09
H 25.39513 31.06305 15.37904 0.19 -0.59 0.15
H 22.25125 29.58348 14.26486 -0.33 0.69 0.36
H 23.86828 29.78004 13.78387 0.40 0.13 0.29
H 23.06131 31.29334 14.15248 -0.63 -0.23 0.29
C 19.41755 28.06161 4.59157 -0.69 -0.49 0.42
C 18.39693 29.20879 4.65247 0.87 -0.07 -0.15
C 17.75331 29.36944 3.26231 -0.40 0.75 2.40
N 16.98806 30.71237 3.10858 -0.56 -0.90 -0.90
C 18.02876 31.84880 3.07540 -0.22 -1.09 -0.17
C 17.40916 33.10398 2.60686 -1.21 0.47 -2.19
C 16.69011 32.88277 1.22086 -1.13 -0.36 -0.10
C 15.56497 31.77682 1.24453 0.78 0.51 1.45
C 16.15750 30.49289 1.76564 1.00 0.28 -0.33
C 15.88235 30.93213 4.18911 1.45 -0.35 0.58
H 19.75577 27.88588 5.61276 0.06 -0.27 -0.11
H 20.30260 28.22898 3.97775 -0.18 0.36 -0.12
H 18.91910 27.16740 4.21732 0.20 -0.24 0.12
H 19.01537 30.03610 5.00056 -0.40 0.60 -0.34
H 17.67238 29.03566 5.44818 -0.09 -0.19 -0.17
H 16.98062 28.60501 3.18042 0.31 -0.14 -0.45
H 18.58780 29.26975 2.56820 -0.66 0.36 -0.64
H 18.82154 31.57944 2.37751 -0.27 -0.46 -0.31
H 18.56490 31.90808 4.02257 -0.66 -0.02 0.30
H 18.22265 33.78275 2.35073 -0.19 0.44 0.68
H 16.65034 33.49819 3.28280 0.50 0.35 0.25
H 17.40520 32.72135 0.41420 0.25 -0.58 0.15
H 16.17744 33.76818 0.84491 0.11 0.41 0.55
H 15.08372 31.62285 0.27872 0.18 0.00 0.04
H 14.79902 32.02524 1.97919 -0.29 0.66 -0.29
H 16.76690 30.13894 0.93411 0.84 -0.32 0.61
H 15.46691 29.68029 1.99119 -0.12 0.29 0.16
H 15.44151 31.92866 4.16305 0.01 -0.28 -0.67
H 16.30602 30.87576 5.19181 0.52 -0.02 -0.17
H 15.15359 30.12176 4.17137 0.01 0.19 -0.58
C 20.87750 43.57268 9.26925 1.12 0.38 0.09
C 20.75632 42.69383 8.03316 -1.32 -0.05 -1.09
C 21.51145 43.21535 6.77022 1.29 -0.08 0.25
N 21.42637 42.44021 5.41386 0.85 -0.79 0.49
C 19.99387 42.41218 4.84050 1.29 1.75 0.04
C 19.63409 43.82858 4.29964 -1.26 -0.37 0.07
C 20.60473 44.40641 3.26452 0.40 -1.04 0.75
C 22.05717 44.37046 3.87463 -1.29 0.80 -1.44
C 22.47035 42.98719 4.42751 0.22 1.87 0.20
C 21.84371 41.00538 5.71980 -1.13 0.78 -0.81
H 20.35474 43.17775 10.14037 -0.35 -0.09 -0.36
H 20.55235 44.59361 9.06906 -0.15 -0.07 0.06
H 21.91119 43.63760 9.60889 0.18 0.08 -0.12
H 19.68860 42.68940 7.81395 -0.25 -0.03 -0.24
H 20.95607 41.64949 8.27310 0.54 0.09 -0.08
H 22.58087 43.15875 6.97330 0.13 -0.18 0.14
H 21.40272 44.28117 6.56946 -0.75 -0.15 -0.06
H 19.43820 42.06489 5.71154 -0.51 0.05 -0.46
H 19.99821 41.71061 4.00631 -0.01 -0.17 0.21
H 19.33265 44.54587 5.06301 0.99 0.03 0.65
H 18.63832 43.79641 3.85749 -0.08 -0.72 -0.50
H 20.20227 45.37286 2.96102 0.63 0.31 0.32
H 20.54493 43.82701 2.34321 0.18 -0.34 0.01
H 22.09740 45.23314 4.53964 0.11 -0.56 0.93
H 22.74852 44.74129 3.11792 0.27 -0.67 -0.21
H 23.44942 43.12583 4.88610 -0.30 0.14 1.16
H 22.84737 42.27261 3.69586 -1.44 -0.39 -0.49
H 21.69868 40.46233 4.78589 0.39 -0.08 0.03
H 21.09089 40.62282 6.40900 0.58 -0.14 0.29
H 22.88430 41.00920 6.04423 -0.30 -0.18 0.22
```
Positions in Å, forces in eV/Å.

Summary:
charge	+5
energy	-103622.626	eV
F_max	11.4	eV Å⁻¹
LUMO	-7.76	eV
ΔE to the lowest compared entry with this formula, charge and spin	61.1	kcal per mole